(1)
DFT (the ωB97M-V functional and the def2-TZVPD basis) results for 11 unconnected molecules or ions with the total composition C5H33NO11 in a non-equilibrium geometry.

Results
E: -1092.644587 a.u.
Molar mass: 283.3 g mol⁻¹
SMILES: CCN[C@H](C)CO.O.O.O.O.O.O.O.O.O.O
HOMO: -0.3243 Ha
ΔE to the lowest compared entry with this formula, charge and spin: 294.67 kJ/mol
Kohn-Sham gap: 9.02 eV
Charge: 0

Each line ends with the natural charge from an NBO analysis.
Atoms and positions in Å:
C (0.256459, -1.325278, -2.016935)  -0.625
C (-0.368219, -0.292571, -1.052365)  -0.227
N (0.526598, -0.102088, 0.087828)  -0.674
C (0.000570, 1.003404, 0.906715)  -0.103
C (0.934469, 2.149321, 1.238683)  -0.651
C (-0.345343, 0.342571, 2.315875)  -0.070
O (-1.314846, 1.132251, 3.033107)  -0.755
H (-0.445004, -1.502979, -2.833315)  0.203
H (1.208581, -1.057320, -2.447873)  0.196
H (0.349752, -2.296422, -1.516021)  0.230
H (-0.367005, 0.712127, -1.607261)  0.160
H (-1.425424, -0.542983, -0.862224)  0.208
H (1.471378, 0.141874, -0.223319)  0.381
H (-0.910409, 1.441919, 0.402583)  0.218
H (1.481591, 2.080230, 2.192829)  0.200
H (1.577811, 2.351656, 0.359368)  0.247
H (0.361725, 3.060286, 1.278284)  0.216
H (0.502345, 0.371456, 2.990428)  0.185
H (-0.811063, -0.584005, 2.035695)  0.162
H (-2.212085, 0.906032, 2.781234)  0.471
O (-2.996869, 2.246587, 0.142234)  -0.953
H (-2.769729, 3.168018, -0.070505)  0.485
H (-3.209823, 2.332565, 1.082926)  0.480
O (2.400067, 1.270194, -2.931358)  -1.001
H (1.831480, 0.770844, -3.521140)  0.464
H (2.848650, 0.645325, -2.296705)  0.504
O (1.255871, 3.574257, -1.708529)  -0.960
H (1.592782, 4.196967, -2.367512)  0.464
H (1.252160, 2.803880, -2.298410)  0.490
O (3.149316, -2.948625, -0.978406)  -0.966
H (2.959940, -2.934023, -0.023821)  0.511
H (3.961138, -3.463562, -1.065999)  0.475
O (-3.851802, -0.540026, -0.716703)  -0.962
H (-3.827555, -0.956289, -1.587986)  0.471
H (-3.670038, 0.384754, -0.951417)  0.495
O (-1.689885, 3.759673, 2.868781)  -0.937
H (-1.472283, 3.267733, 2.069699)  0.457
H (-1.031375, 3.344729, 3.440055)  0.481
O (3.715149, -0.188353, -1.245374)  -0.983
H (4.006867, -0.060126, -0.340647)  0.491
H (3.484469, -1.136439, -1.374637)  0.519
O (1.444133, -2.382729, 1.321304)  -0.967
H (0.611142, -2.595627, 0.867269)  0.482
H (1.200234, -1.532394, 1.701938)  0.479
O (-0.227904, -4.185644, -0.281165)  -0.931
H (-1.004401, -3.735785, 0.083949)  0.462
H (-0.343479, -5.020420, 0.199639)  0.478
O (-3.390869, -3.076935, 1.088359)  -0.942
H (-4.093287, -2.472027, 0.819686)  0.487
H (-2.605983, -2.526004, 1.011159)  0.457

Cartesian forces (eV/Å) of the 3 atoms listed first:
-1.376 -0.585 0.527
1.770 1.095 -2.363
-0.605 1.030 0.512



(2)
DFT (the ωB97M-V functional and the def2-TZVPD basis) results for 2 unconnected molecules or ions with the total composition C2H9N3 in a non-equilibrium geometry.

Results
E: -245.485108 a.u.
<S²>: 0.7669
Molar mass: 75.1 g mol⁻¹
HOMO (alpha / beta): -0.5059 / -0.4767 Ha
ΔE to the lowest compared entry with this formula, charge and spin: 110.92 kJ/mol
Spin multiplicity: 2
Kohn-Sham gap (alpha / beta): 9.28 / 3.83 eV
Charge: +1

Each line ends with the Löwdin spin population.
Atoms and positions in Å:
C (0.631102, 2.365700, -0.373260)  0.014
N (-0.724942, 1.950844, -0.586032)  0.115
H (0.729422, 3.314316, 0.340116)  0.010
H (0.966246, 2.635172, -1.376274)  0.002
H (1.331386, 1.606473, 0.018018)  0.001
H (-1.336962, 2.689131, -0.911951)  0.003
H (-1.110056, 1.521654, 0.241505)  0.000
N (0.975630, -1.180722, 0.832821)  0.186
C (-0.212213, -1.320266, 0.144296)  0.065
N (-0.788861, -2.469774, 0.102862)  0.562
H (1.809772, -0.773481, 0.437105)  0.005
H (1.189721, -2.134320, 1.094463)  0.002
H (-0.826848, -0.513924, -0.252826)  0.012
H (-1.528035, -2.590482, -0.595105)  0.025

Cartesian forces (eV/Å) of the 3 atoms listed first:
0.877 2.361 0.521
-0.334 -1.273 0.816
-0.125 -1.836 -1.420



(3)
DFT (the ωB97M-V functional and the def2-TZVPD basis) results for a molecular structure, C51H58CdN7O7S2Sb2 in a non-equilibrium geometry.

Results
E: -4332.944573 a.u.
Molar mass: 1301.1 g mol⁻¹
HOMO: -0.2039 Ha
ΔE to the lowest compared entry with this formula, charge and spin: 107.82 kJ/mol
Kohn-Sham gap: 7.79 eV
Charge: -1

Each line ends with the Mulliken charge.
Atoms and positions in Å:
Cd (1.362813, -0.063994, 0.599978)  5.459
O (-1.758197, 0.146286, 3.565430)  -0.739
C (-0.674083, -0.060938, 3.032389)  -0.315
O (-0.445512, 0.112205, 1.764337)  0.261
C (0.353142, -0.757433, 3.937633)  -0.327
C (0.406391, -2.224568, 3.452397)  -0.141
C (0.943332, -3.108401, 4.591345)  -1.075
C (2.447897, -2.756498, 4.537773)  -0.423
C (2.469921, -1.713919, 3.406167)  1.147
O (1.472104, -2.206562, 2.514212)  -0.303
C (1.864386, -0.390760, 3.906169)  0.400
C (2.227816, 0.826035, 3.007905)  -0.652
O (1.976911, 1.945949, 3.436249)  -0.768
O (2.832548, 0.562193, 1.904647)  -1.067
H (-0.057008, -0.681872, 4.942076)  0.467
H (-0.504063, -2.584157, 2.973719)  0.613
H (0.757205, -4.161495, 4.379249)  0.338
H (0.474830, -2.858907, 5.542479)  0.353
H (3.052074, -3.621040, 4.261487)  0.265
H (2.816931, -2.343944, 5.476533)  0.341
H (3.416135, -1.618614, 2.890186)  -1.479
H (2.204934, -0.134005, 4.910060)  0.657
C (-2.871809, -2.119215, -0.747623)  -1.186
C (-4.078508, -1.483117, -0.029124)  -0.449
C (-3.796889, -0.552122, 1.150839)  -0.425
Sb (-3.482833, 1.448892, 0.332443)  0.002
C (-5.624674, 1.822044, 0.094080)  0.103
C (-5.959252, 3.091415, -0.377545)  -0.227
C (-7.275871, 3.514921, -0.451989)  -0.638
C (-8.297819, 2.657525, -0.066433)  -0.462
C (-7.987673, 1.379850, 0.372663)  -0.737
C (-6.662110, 0.968654, 0.449989)  -0.292
C (-3.406326, 3.068157, 1.794040)  0.454
C (-4.516847, 3.520386, 2.495233)  -0.373
C (-4.399984, 4.558423, 3.409829)  -0.683
C (-3.168979, 5.155532, 3.637156)  -0.474
C (-2.054444, 4.711961, 2.940339)  -0.716
C (-2.180135, 3.686957, 2.015659)  -0.335
Sb (-1.514668, -0.741970, -1.778575)  0.053
C (-3.128586, 0.120373, -2.962658)  1.169
C (-3.050339, 1.438609, -3.399048)  -0.329
C (-4.011075, 1.969679, -4.249207)  -0.516
C (-5.081204, 1.189342, -4.659380)  -0.644
C (-5.176944, -0.124697, -4.223399)  -0.751
C (-4.199522, -0.654270, -3.394089)  -0.524
C (-1.168926, -2.105744, -3.464953)  0.198
C (-0.901289, -3.462484, -3.323962)  0.002
C (-0.552465, -4.243252, -4.420116)  -0.686
C (-0.452958, -3.671427, -5.678324)  -0.498
C (-0.702118, -2.313483, -5.831933)  -0.677
C (-1.056011, -1.544078, -4.735286)  -0.347
H (-3.236098, -2.853851, -1.469396)  0.722
H (-2.241412, -2.645770, -0.025986)  0.589
H (-4.694986, -2.323972, 0.314138)  0.410
H (-4.666614, -0.915539, -0.760065)  0.195
H (-2.902739, -0.847218, 1.691141)  -0.375
H (-4.614560, -0.537269, 1.870490)  0.535
H (-5.157469, 3.763783, -0.667483)  0.328
H (-7.508397, 4.515308, -0.797364)  0.408
H (-9.328788, 2.987736, -0.100488)  0.372
H (-8.782060, 0.704297, 0.668246)  0.382
H (-6.443708, -0.033427, 0.800873)  0.190
H (-5.488475, 3.071025, 2.332175)  0.398
H (-5.267379, 4.899718, 3.963800)  0.377
H (-3.080731, 5.970718, 4.346103)  0.343
H (-1.075622, 5.133763, 3.123238)  0.442
H (-1.285701, 3.344132, 1.512395)  0.227
H (-2.224349, 2.063445, -3.076347)  0.250
H (-3.924932, 2.993236, -4.593557)  0.408
H (-5.834383, 1.599342, -5.320508)  0.354
H (-6.012061, -0.740725, -4.534380)  0.405
H (-4.269707, -1.691137, -3.087215)  0.231
H (-0.954045, -3.925749, -2.344643)  0.258
H (-0.346816, -5.298541, -4.286806)  0.397
H (-0.178623, -4.275639, -6.533974)  0.365
H (-0.608604, -1.854836, -6.809171)  0.390
H (-1.248242, -0.484561, -4.862426)  0.392
N (1.558969, -0.834513, -3.099164)  -0.301
H (2.261140, -0.557936, -2.420294)  -0.234
H (1.863833, -0.510303, -4.011229)  0.215
H (1.572468, -1.849036, -3.133106)  0.210
C (5.039736, 2.877939, -2.557441)  -0.832
C (4.892352, 1.421198, -2.167663)  -0.410
N (3.696962, 1.267105, -1.364195)  0.859
C (2.567201, 1.991946, -1.499202)  -0.023
N (1.493884, 1.645499, -0.831895)  -0.273
C (0.281490, 2.421711, -1.048209)  -0.798
C (0.575806, 3.881047, -1.337435)  -0.465
C (1.458940, 3.914504, -2.566428)  -0.811
N (2.628263, 3.092859, -2.326239)  0.169
C (3.743989, 3.286282, -3.232277)  -0.672
H (5.884891, 3.031494, -3.228683)  0.426
H (5.188735, 3.476253, -1.656433)  0.307
H (5.737425, 1.054049, -1.592210)  0.340
H (4.824733, 0.801325, -3.073103)  0.207
H (3.688397, 0.483928, -0.716987)  -0.804
H (-0.347928, 2.329144, -0.165890)  -0.397
H (-0.262624, 1.993240, -1.900237)  0.040
H (1.109176, 4.317671, -0.490236)  0.387
H (-0.346306, 4.439758, -1.502695)  0.451
H (1.795627, 4.932544, -2.782400)  0.443
H (0.900871, 3.554986, -3.443327)  0.302
H (3.764053, 4.340544, -3.517509)  0.371
H (3.603121, 2.699323, -4.152131)  0.251
N (6.317585, -2.939034, 5.713447)  -0.577
C (6.116289, -2.730610, 4.354053)  0.832
C (6.215058, -3.794981, 3.454058)  -0.653
C (6.075373, -3.573991, 2.095235)  -0.430
C (5.825824, -2.293640, 1.631280)  -0.318
C (5.728598, -1.225235, 2.510794)  -0.577
C (5.882589, -1.441155, 3.866300)  -0.357
S (5.587852, -1.998148, -0.104935)  1.165
O (6.432178, -0.888070, -0.470312)  -0.810
O (5.825931, -3.245818, -0.798957)  -0.717
N (4.057433, -1.505429, -0.252766)  -0.580
C (3.049196, -2.372709, -0.236091)  -0.622
S (3.211204, -4.133578, -0.213741)  -0.212
C (1.480010, -4.277589, -0.231669)  -0.607
C (0.912886, -3.062775, -0.264776)  -1.108
N (1.773937, -1.991420, -0.275230)  0.894
H (6.153177, -3.875287, 6.042866)  0.219
H (5.946801, -2.226323, 6.319634)  0.239
H (6.397026, -4.794828, 3.830260)  0.302
H (6.162380, -4.378520, 1.377943)  0.520
H (5.513627, -0.239719, 2.117189)  0.404
H (5.792701, -0.613789, 4.560511)  0.261
H (1.010779, -5.245724, -0.227130)  0.489
H (-0.147342, -2.864856, -0.265129)  0.266

Cartesian forces (eV/Å) of the 3 atoms listed first:
-0.840 0.020 -0.803
-0.273 0.304 -0.229
-0.055 0.011 -0.075



(4)
DFT (the ωB97M-V functional and the def2-TZVPD basis) results for a molecular structure, C35H28BrF5N7O8RuS in a non-equilibrium geometry.

Results
E: -5902.069812 a.u.
<S²>: 0.7849
Molar mass: 982.7 g mol⁻¹
HOMO (alpha / beta): -0.2760 / -0.2759 Ha
ΔE to the lowest compared entry with this formula, charge and spin: 266.84 kJ/mol
Spin multiplicity: 2
Kohn-Sham gap (alpha / beta): 6.69 / 6.88 eV
Charge: 0

Each line ends with the Löwdin spin population.
Atoms and positions in Å:
Ru (-0.130974, 0.325156, -0.326279)  0.921
N (-0.266110, 0.422361, 2.103885)  0.012
N (-1.155736, 1.373179, 2.600467)  0.001
C (-2.131813, 1.818373, 1.802357)  0.002
N (-3.148051, 2.485600, 2.339162)  0.000
N (-1.941254, 1.605092, 0.509283)  0.023
N (-2.892916, 1.947688, -0.429485)  0.001
O (-2.686742, 1.580852, -1.563970)  -0.002
O (-3.895280, 2.606966, -0.109414)  0.001
H (-0.713487, -0.491875, 2.183694)  0.000
H (0.624549, 0.504843, 2.566698)  0.001
H (-1.336443, 1.363062, 3.584778)  0.000
H (-3.322385, 2.464902, 3.326529)  0.000
H (-3.862368, 2.789117, 1.697692)  0.000
F (6.740171, -2.227094, -0.026663)  0.000
C (5.415782, -2.132450, -0.003137)  0.001
C (4.803304, -0.900999, 0.026834)  0.000
F (5.544260, 0.205106, 0.036300)  0.000
C (3.426159, -0.815939, 0.048691)  0.000
F (2.904349, 0.405034, 0.036787)  0.003
C (2.598584, -1.938728, 0.074561)  -0.005
S (0.839673, -1.936341, 0.175843)  -0.043
C (3.261216, -3.159207, 0.035326)  -0.001
F (2.545480, -4.287776, 0.039862)  -0.001
C (4.635291, -3.265112, -0.012770)  0.000
F (5.213556, -4.462280, -0.068049)  0.000
Br (-0.204432, -1.092160, -6.878679)  0.001
C (-0.160285, -0.813439, -5.017438)  0.003
C (1.056985, -0.657504, -4.376154)  -0.001
C (1.045074, -0.493040, -3.008555)  0.002
N (-0.087314, -0.493934, -2.301894)  -0.010
C (-1.259978, -0.626039, -2.928817)  0.002
C (-1.339705, -0.793605, -4.298019)  -0.001
H (1.988521, -0.667256, -4.921103)  0.000
H (1.968121, -0.376781, -2.456236)  0.000
H (-2.141844, -0.612478, -2.304995)  0.000
H (-2.298167, -0.918392, -4.780346)  0.000
O (-2.391857, -1.070403, 2.050233)  0.001
C (-2.530497, -1.429592, 0.870435)  -0.001
O (-1.816648, -1.058858, -0.138726)  -0.018
C (-3.640874, -2.386404, 0.525057)  -0.001
C (-4.630764, -2.639741, 1.459079)  0.000
C (-5.685715, -3.516070, 1.179342)  0.000
C (-5.685543, -4.110926, -0.054929)  0.000
O (-6.589724, -5.000726, -0.563710)  0.000
C (-6.136371, -5.324843, -1.880150)  0.000
O (-4.942110, -4.584668, -2.127173)  0.000
C (-4.697233, -3.859536, -0.987748)  0.000
C (-3.663238, -3.001701, -0.736712)  0.000
H (-4.568139, -2.145796, 2.418704)  0.000
H (-6.467905, -3.722645, 1.901015)  0.000
H (-6.897880, -5.051264, -2.607788)  0.000
H (-5.931085, -6.391653, -1.945486)  0.000
H (-2.884008, -2.805642, -1.460165)  0.000
C (-1.347237, 2.286382, -7.149507)  0.000
C (-0.407162, 2.747609, -6.062638)  0.000
C (0.952510, 2.485842, -6.164999)  0.000
C (1.821948, 2.905711, -5.168740)  0.000
C (1.344491, 3.611846, -4.082020)  0.000
C (-0.015056, 3.899598, -3.972669)  0.001
N (-0.491894, 4.730986, -2.934885)  0.001
C (0.224344, 5.211139, -1.825261)  0.000
C (0.269273, 6.600427, -1.654849)  0.000
C (0.950160, 7.182585, -0.602996)  0.000
C (1.599190, 6.380524, 0.329914)  0.000
C (1.512682, 5.007838, 0.205629)  0.001
C (0.822037, 4.398877, -0.849918)  0.001
C (0.616622, 2.915933, -0.733565)  0.007
O (0.289874, 2.193629, -1.713855)  0.069
O (0.739349, 2.403018, 0.411377)  0.028
C (-0.906184, 3.454144, -4.956178)  0.000
C (-2.395450, 3.710656, -4.865115)  0.000
H (-0.804803, 1.771412, -7.941843)  0.000
H (-1.880413, 3.131097, -7.596170)  0.000
H (-2.103694, 1.602155, -6.750350)  0.000
H (1.331347, 1.961561, -7.038077)  0.000
H (2.885704, 2.715702, -5.259319)  0.000
H (2.027457, 3.984561, -3.328323)  0.000
H (-1.259166, 5.314878, -3.201512)  0.000
H (-0.227546, 7.226919, -2.388735)  0.000
H (0.985862, 8.263602, -0.517256)  0.000
H (2.136086, 6.824527, 1.160843)  0.000
H (1.970920, 4.361312, 0.942316)  0.000
H (-2.686879, 4.248008, -3.965115)  0.000
H (-2.937294, 2.760073, -4.844537)  0.000
H (-2.752576, 4.272017, -5.731875)  0.000

Cartesian forces (eV/Å) of the 3 atoms listed first:
-2.238 -2.658 1.393
0.172 0.094 -1.091
0.325 0.226 0.085